No. 1
C12H10N5O2PdS2 as an isolated structure, computed with wB97M-V/def2-TZVPD.

Structure (XYZ):
```
32
Properties=species:S:1:pos:R:3:mulliken_charge:R:1
Pd -0.1877 -0.0130 0.1409 0.80
S -0.3160 3.8250 -2.8191 -0.14
S -4.9031 0.0613 -0.4373 -0.11
O 0.0309 -3.3200 2.7193 -0.63
O -0.7617 -1.6500 1.4606 -0.78
N 1.7301 -0.9496 0.6783 -0.25
N -0.3774 1.8466 -1.1823 -0.20
N 1.7630 2.7383 -1.4598 -0.41
N -3.1871 -1.4625 1.0499 -0.20
N -2.3207 0.2634 -0.2267 -0.12
C -3.3555 -0.4778 0.2294 0.45
C 1.5845 -1.9724 1.5368 0.42
C 0.4397 2.7111 -1.7158 0.53
C -2.7035 1.2076 -1.0704 0.15
C -1.8301 3.0844 -2.5038 -0.31
C 4.0915 -1.3134 0.7015 -0.83
C 2.6638 -2.6913 2.0205 -0.54
C 3.9395 -2.3544 1.6025 -0.20
C -1.6720 2.0685 -1.6205 -0.13
C -4.0911 1.2563 -1.3122 -0.33
C 0.1838 -2.3827 1.9735 0.41
C 2.9620 -0.6438 0.2678 -0.06
H 2.0697 2.2403 -0.6391 0.17
H 2.4697 -3.5012 2.7087 0.46
H 4.8000 -2.8995 1.9664 0.44
H 3.0426 0.1607 -0.4526 0.38
H 2.3213 3.5199 -1.7551 0.25
H -3.9845 -1.9936 1.3718 0.21
H -4.6185 1.9432 -1.9546 0.41
H -2.7313 3.4337 -2.9798 0.38
H -2.1171 -1.7137 1.3667 0.40
H 5.0651 -1.0215 0.3344 0.39
```

Electronic energy in eV: -49296.6029
E_HOMO (alpha / beta) in eV: -10.6357 / -11.5062
LUMO level (alpha / beta) in eV: -3.6 / -6.3
Total charge: +1
2S+1: 3

=====

No. 2
The molecule C12H10O in a non-equilibrium geometry, computed with wB97M-V/def2-TZVPD.

Structure (XYZ):
```
23
Properties=species:S:1:pos:R:3:mulliken_charge:R:1
O -1.3148 -0.7387 1.9412 -0.61
C -1.5579 -0.4068 0.6640 0.11
C 1.1140 0.6612 1.2782 -0.70
C 3.1162 -0.0527 -0.5925 -0.57
C -1.2874 0.3461 -1.6268 -0.41
C -2.6474 0.1651 -1.8189 -0.67
C -3.3819 -0.5237 -0.8405 -0.49
C -0.7602 0.1516 -0.3836 0.94
C 2.4563 0.5640 1.6511 -0.54
C -2.8017 -0.7099 0.3727 -0.14
C 1.7268 -0.0668 -0.9518 -0.38
C 3.4662 0.3582 0.7142 -0.38
C 0.6734 0.3897 -0.0831 0.14
H 1.4239 -0.5199 -1.8652 0.42
H 3.9289 -0.2504 -1.3029 0.35
H -3.0535 0.0231 -2.9478 0.22
H 4.5587 0.3390 0.9394 0.31
H 0.4034 1.0461 2.0438 0.64
H -3.3752 -1.1547 1.1963 0.32
H -0.6055 1.1332 -2.1286 0.30
H 2.7038 0.7389 2.6844 0.36
H -0.3814 -0.7352 2.0436 0.38
H -4.4046 -0.7574 -0.9869 0.40
```

Electronic energy in eV: -14651.9161
E_HOMO in eV: -8.3723
LUMO level in eV: 0.6
SMILES: Oc1ccccc1-c1ccccc1

=====

No. 3
C12H11AuF5GeN3Se as an isolated structure in a non-equilibrium geometry, computed with wB97M-V/def2-TZVPD.

Structure (XYZ):
```
34
Properties=species:S:1:pos:R:3:mulliken_charge:R:1
Au -1.2317 -1.1404 -2.2614 0.22
Se 0.9293 -0.9942 0.4897 -0.46
Ge -2.7359 1.5189 -0.8024 0.12
F 0.5082 -1.1707 3.5469 -0.32
F 4.7866 -0.4851 5.1214 -0.36
F 5.7114 -0.2271 2.5834 -0.31
F 2.1676 -0.9469 5.5837 -0.32
F 4.0463 -0.5346 0.5511 -0.31
N 1.5824 -3.2573 -5.1217 -0.67
N 3.3723 -4.9390 -4.8596 -0.59
N 0.1992 -2.1374 -3.4139 -0.40
C 4.4179 -0.5116 2.8119 -0.31
C 2.6132 -0.8380 4.3189 -0.33
C -4.4127 2.5069 -0.6306 -1.11
C 0.8623 -2.7068 -4.1886 0.48
C 1.7858 -0.9527 3.2398 1.02
C -2.8825 -0.2668 -1.4813 -1.11
C -1.4512 2.4099 -2.0244 -1.17
C -2.0337 1.4982 1.0387 -0.75
C 2.1715 -0.8600 1.9118 -1.06
C 3.5361 -0.6499 1.7746 0.94
C 3.9462 -0.6127 4.0946 0.83
C 2.5443 -4.1330 -4.9174 0.50
H -2.7948 1.0762 1.7239 0.30
H -3.5993 -0.1632 -2.2954 0.42
H -4.0897 3.4718 -0.2154 0.33
H -5.0676 2.0314 0.0908 0.33
H -1.1081 0.9285 1.1054 0.01
H -1.8407 2.5459 1.3029 0.33
H -1.3367 3.4583 -1.7468 0.36
H -4.9604 2.7290 -1.5577 0.34
H -1.7588 2.3526 -3.0914 0.32
H -0.5072 1.8925 -1.9359 0.37
H -3.3698 -0.8928 -0.7459 0.36
```

Electronic energy in eV: -156234.7921
E_HOMO in eV: -1.2263
LUMO level in eV: 4.8
Total charge: -2

=====

No. 4
The molecule C12H11BN2O2S in a non-equilibrium geometry, computed with wB97M-V/def2-TZVPD.

Structure (XYZ):
```
29
Properties=species:S:1:pos:R:3:mulliken_charge:R:1
S 3.0986 1.0333 -1.4076 -0.26
O 1.4721 -1.0800 -4.6464 -0.54
O 3.0681 0.6371 -4.7983 -0.58
N -3.2108 -2.0654 1.0520 -0.58
N -2.1515 -0.5023 2.2915 0.06
C -3.2624 0.0595 1.7161 -0.17
C 0.0624 0.4835 1.8954 0.71
C 0.8611 0.3695 -0.4310 -0.49
C -3.8844 -0.9076 0.9959 -0.42
C 1.3071 1.0152 2.2544 -0.70
C -1.0512 0.2666 2.8992 -0.86
C 2.1037 0.8419 0.0032 0.18
C 2.3365 1.1317 1.3407 -0.61
C -0.1479 0.2035 0.5445 0.40
C -2.1751 -1.8105 1.8250 -0.15
C 0.8093 -0.0099 -1.8096 -0.79
C 1.9390 0.2774 -2.4887 0.24
B 2.1696 -0.0402 -4.0460 0.62
H 3.3049 1.4525 1.6601 0.42
H -1.4814 1.1752 3.3093 0.32
H -0.6795 -0.3526 3.7373 0.36
H 3.4248 0.4003 -5.7117 0.30
H -1.3826 -2.5242 2.0046 0.39
H 1.5679 -1.1065 -5.6304 0.28
H -1.1315 -0.1720 0.2514 0.28
H -3.5572 1.0842 1.7847 0.37
H -4.7692 -0.7616 0.3864 0.39
H -0.0984 -0.4004 -2.2768 0.41
H 1.4578 1.3019 3.2948 0.40
```

Electronic energy in eV: -31212.0642
E_HOMO in eV: -8.2377
LUMO level in eV: 0.2
SMILES: OB(O)c1cc2cc(Cn3ccnc3)ccc2s1

=====

No. 5
An isolated ion of composition C12H11Br2N2 and charge +1 in a non-equilibrium geometry, computed with wB97M-V/def2-TZVPD.

Structure (XYZ):
```
27
Properties=species:S:1:pos:R:3:mulliken_charge:R:1
Br -3.7469 5.3884 -4.3968 -0.18
Br -2.3734 0.9173 -7.6352 -0.17
N -1.7465 1.8224 -3.6119 -0.18
N -3.5259 3.6265 -6.8784 -0.35
C -2.9415 3.0533 -5.8272 1.40
C -2.9178 3.6906 -4.5418 -0.63
C -0.9745 0.9973 -2.2739 0.68
C -1.7581 1.2055 -4.8143 0.01
C 0.0735 1.9764 -1.9245 -0.37
C 0.5942 2.2522 -0.6775 -0.49
C -2.3192 3.0411 -3.4753 0.03
C -2.0983 0.9126 0.0381 -0.49
C -0.0497 2.2444 0.5777 -0.33
C -2.3238 1.7654 -5.9278 -0.55
C -1.2571 1.6438 0.8991 -0.33
C -2.1143 0.8855 -1.3427 -0.37
H -2.8922 0.3711 0.5584 0.35
H -2.3055 3.5170 -2.4861 0.43
H 0.5473 2.5154 -2.8070 0.31
H -0.7069 0.1014 -2.9419 0.22
H 1.6255 2.6182 -0.6330 0.34
H -1.2988 0.2205 -4.8929 0.40
H -1.6156 1.7892 1.9289 0.33
H -3.1251 0.6834 -1.8367 0.30
H 0.4421 2.8153 1.3846 0.33
H -3.9519 4.5371 -6.7884 0.16
H -3.5246 3.1578 -7.7741 0.14
```

Electronic energy in eV: -155678.8492
E_HOMO in eV: -11.7506
LUMO level in eV: -3.9
SMILES: Nc1c(Br)c[n+](C2C=CC=CC=C2)cc1Br
Total charge: +1

=====

No. 6
The molecule C12H11Cl2N in a non-equilibrium geometry, computed with wB97M-V/def2-TZVPD.

Structure (XYZ):
```
26
Properties=species:S:1:pos:R:3:mulliken_charge:R:1
Cl -1.3515 1.4988 -1.8543 -0.17
Cl -2.2466 1.7251 0.8120 -0.13
N 1.8922 -0.3715 -1.7921 -0.04
C 1.0594 -1.4561 -1.6028 -1.01
C -0.7545 -2.2296 0.1207 -1.35
C 1.3320 1.8135 1.5620 -0.58
C -2.1488 -1.5905 0.3565 -0.62
C 2.4362 2.2292 0.7922 -0.34
C 2.7326 1.5029 -0.3366 -1.01
C -2.6243 -0.5053 -0.6866 -0.80
C 0.6524 0.6254 1.3291 -0.21
C -2.1259 0.8431 -0.5624 0.44
C 0.9165 -0.1545 0.1894 1.13
C 0.3366 -1.3151 -0.4106 0.79
C 1.8418 0.4617 -0.6899 -0.24
H -0.8060 -2.9790 -0.5475 0.53
H 2.6831 -0.3066 -2.3648 0.19
H -0.5360 -2.6359 1.0189 0.42
H -2.8651 -2.3151 0.3976 0.57
H 1.2401 2.4790 2.4668 0.26
H -0.0746 0.4602 2.1748 0.46
H -2.3025 -0.9560 -1.5888 0.33
H 3.5710 1.7775 -0.8439 0.50
H -2.1770 -1.0688 1.4273 0.26
H 3.0724 3.0739 1.0705 0.38
H -3.7535 -0.6064 -0.4377 0.26
```

Electronic energy in eV: -39152.0831
E_HOMO (alpha / beta) in eV: -8.1037 / -7.0773
LUMO level (alpha / beta) in eV: 0.3 / -1.4

=====

No. 7
C12H11F2NRu as an isolated structure in a non-equilibrium geometry, computed with wB97M-V/def2-TZVPD.

Structure (XYZ):
```
27
Properties=species:S:1:pos:R:3:mulliken_charge:R:1
Ru -0.7878 0.1337 -1.1505 0.29
F 0.8646 -1.1898 3.5131 -0.24
F -0.7609 -4.8540 1.0953 -0.19
N 0.0527 1.3999 0.1682 -0.58
C 0.2480 2.7334 0.0319 -0.07
C 1.1238 2.8561 2.2466 -0.34
C -0.4097 0.0831 -5.0963 -0.72
C 0.1010 -0.7142 1.2858 -0.35
C -0.7664 -2.7025 0.0339 -0.37
C 0.0598 -3.0072 2.3125 -0.69
C 0.9222 1.4942 2.3611 -0.37
C -0.4826 -3.5043 1.1520 0.54
C 0.7875 3.5036 1.0642 -0.64
C 0.3288 -1.6508 2.3391 0.65
C 0.3826 0.7273 1.3113 1.20
C -0.4797 -1.3327 0.1260 -0.06
H 1.5463 3.3989 3.0924 0.48
H -0.6347 -0.9710 -5.2897 0.27
H 0.2691 -3.6473 3.1692 0.52
H -0.0392 3.1729 -0.9081 0.46
H 0.6836 0.1756 -5.0489 0.28
H -2.2650 0.4040 -1.0995 0.17
H 1.1613 0.9374 3.2576 0.56
H 0.9402 4.5811 0.9523 0.43
H -0.7930 0.6913 -5.9296 0.28
H -0.8587 0.3891 -4.1282 -0.07
H -1.1935 -3.1078 -0.8616 0.56
```

Electronic energy in eV: -22106.1848
E_HOMO (alpha / beta) in eV: -16.2288 / -17.4708
LUMO level (alpha / beta) in eV: -9.1 / -12.0
Total charge: +2
2S+1: 5

=====

No. 8
C12H11F2NV as an isolated structure in a non-equilibrium geometry, computed with wB97M-V/def2-TZVPD.

Structure (XYZ):
```
27
Properties=species:S:1:pos:R:3:mulliken_charge:R:1
V 0.0760 -0.6289 -0.2059 -0.03
F 0.8782 4.6131 1.1522 -0.34
F 3.1131 3.4313 -2.7859 -0.32
N -0.8871 0.6127 1.1512 -0.12
C -1.3821 -1.7992 -1.2602 -1.37
C -1.4263 2.0957 3.5625 -0.34
C -0.6553 2.6386 2.5356 -0.66
C -1.9939 0.8410 3.3554 -0.62
C -1.7490 0.1788 2.1249 -0.04
C -0.3899 1.8947 1.3648 0.62
C 2.0145 4.0346 -0.7850 -0.78
C 0.7413 1.4880 -0.7772 -0.62
C 0.4762 2.3744 0.2787 0.51
C 1.5814 1.8495 -1.8295 -0.59
C 1.1281 3.6480 0.2068 0.56
C 2.2248 3.1018 -1.7863 0.54
H 1.6796 -1.0453 0.5340 0.14
H 1.7954 -0.3423 0.3858 0.09
H -1.4111 -2.6683 -0.5872 0.31
H 1.7740 1.1741 -2.6587 0.41
H -2.6218 0.3662 4.1375 0.33
H -0.2179 3.6395 2.6372 0.41
H 2.5187 4.9991 -0.7811 0.45
H -2.3568 -1.3182 -1.4853 0.28
H -2.2591 -0.7552 1.9249 0.40
H -0.6871 -1.9614 -2.1219 0.36
H -1.5676 2.6396 4.4942 0.42
```

Electronic energy in eV: -45231.1418
E_HOMO (alpha / beta) in eV: -7.2190 / -8.0902
LUMO level (alpha / beta) in eV: -0.2 / -0.4
2S+1: 4

=====

Q: Which formula does entry 5 have?
A: C12H11Br2N2

=====

Q: Look up the electronic energy of the third one.
A: -156234.7921 eV